Molecular formula: C33H45F4N2O3S2SbTi
Method: DFT, ωB97M-V/def2-TZVPD

Structure (ORCA input):
```
! RIJCOSX wB97M-V def2-TZVPD def2/J DEFGRID3
* xyz 2 1
Ti -0.309 0.040 -0.312
C -1.807 -4.128 0.757
C -0.702 -4.371 1.770
N -0.030 -3.144 2.214
C 1.145 -3.496 3.026
C 2.102 -2.338 3.253
C -0.938 -2.272 2.954
C -1.512 -1.116 2.134
N -0.503 -0.204 1.575
C 0.341 0.503 2.428
C 1.518 0.985 1.865
F 1.687 0.711 0.526
C 2.506 1.638 2.559
F 3.596 2.043 1.912
C 2.349 1.860 3.913
C 1.183 1.412 4.503
F 0.975 1.631 5.797
C 0.191 0.751 3.792
F -0.915 0.380 4.449
H -2.207 -5.081 0.411
H -1.430 -3.580 -0.111
H -2.643 -3.572 1.185
H 0.057 -5.013 1.319
H -1.105 -4.924 2.632
H 1.673 -4.292 2.502
H 0.838 -3.920 3.994
H 2.358 -1.854 2.307
H 3.021 -2.703 3.714
H 1.692 -1.578 3.919
H -0.431 -1.870 3.831
H -1.795 -2.838 3.343
H -2.222 -0.558 2.747
H -2.067 -1.533 1.293
H 3.104 2.374 4.491
O -0.469 2.075 0.021
S -1.712 2.895 0.404
C -1.456 4.424 -0.574
C -0.513 4.174 -1.744
C -1.085 3.241 -2.812
C -0.050 2.812 -3.845
S 1.023 1.416 -3.299
O 0.317 0.830 -2.071
C 0.748 0.257 -4.600
C 1.872 -0.243 -5.242
C 1.704 -1.179 -6.256
C 0.431 -1.603 -6.600
C -0.690 -1.100 -5.941
C -0.538 -0.162 -4.938
C -1.434 3.446 2.054
C -0.253 4.096 2.405
C -0.068 4.462 3.724
C -1.048 4.179 4.673
C -2.216 3.527 4.312
C -2.415 3.150 2.990
H -1.073 5.191 0.096
H -2.452 4.724 -0.905
H 0.430 3.779 -1.365
H -0.292 5.146 -2.192
H -1.893 3.742 -3.349
H -1.518 2.351 -2.349
H 0.656 3.616 -4.061
H -0.508 2.503 -4.781
H 2.861 0.098 -4.963
H 2.568 -1.570 -6.776
H 0.303 -2.330 -7.391
H -1.679 -1.437 -6.221
H -1.403 0.236 -4.422
H 0.508 4.302 1.662
H 0.839 4.974 4.020
H -0.895 4.471 5.704
H -2.971 3.309 5.055
H -3.322 2.638 2.691
C 3.275 -1.264 -1.995
Sb 1.478 -2.090 -1.202
C 2.340 -3.783 -0.267
C 0.656 -3.075 -2.893
H 3.640 -1.896 -2.803
H 4.020 -1.242 -1.200
H 3.134 -0.248 -2.359
H 3.017 -4.241 -0.987
H 1.561 -4.493 0.001
H 2.894 -3.492 0.621
H 1.450 -3.596 -3.426
H 0.173 -2.362 -3.557
H -0.084 -3.799 -2.555
C -3.665 0.069 -1.214
C -2.233 -0.153 -0.945
O -1.604 -1.159 -1.282
H -4.085 -0.697 -1.864
H -3.812 1.067 -1.629
H -4.182 0.067 -0.249
*
```

Values from the calculation:
- energy relative to the best compared isomer or geometry (same formula, charge and spin) (kcal per mole) = 15.1
- HOMO-LUMO gap (hartree) = 0.26731
- HOMO level (eV) = -13.204

Results of the Löwdin charge analysis, in e, for atoms 1 through 4:
1 Ti 0.865
2 C -0.068
3 C -0.253
4 N -0.165

Molecular formula: C33H45N4P2Pt
Method: DFT, ωB97M-V/def2-TZVPD

Structure (ORCA input):
```
! RIJCOSX wB97M-V def2-TZVPD def2/J DEFGRID3
* xyz 3 5
Pt -0.135 0.795 0.212
C 5.618 -1.347 1.701
C 4.475 -1.697 0.732
C 4.440 -0.825 -0.477
C 5.530 -0.869 -1.354
C 5.452 -0.246 -2.566
C 4.240 0.400 -2.957
C 3.129 0.499 -2.129
C 1.871 1.088 -2.698
C 1.236 0.125 -3.700
C 3.282 0.019 -0.832
N 2.332 0.287 0.164
C 2.735 0.534 1.366
C 1.793 0.552 2.467
C 2.058 0.612 3.846
C 0.848 0.445 4.468
C -0.152 0.319 3.397
N 0.426 0.379 2.221
H 5.561 -2.000 2.568
H 5.577 -0.313 2.043
H 6.591 -1.497 1.237
H 3.515 -1.735 1.244
H 4.648 -2.714 0.358
H 6.399 -1.457 -1.098
H 6.275 -0.290 -3.265
H 4.195 0.838 -3.948
H 2.112 2.032 -3.190
H 1.159 1.333 -1.897
H 1.907 -0.077 -4.535
H 0.322 0.554 -4.111
H 0.997 -0.831 -3.236
H 3.781 0.720 1.605
H 3.023 0.727 4.306
H 0.637 0.409 5.524
H -1.217 0.197 3.511
C -2.020 -1.136 -1.706
P -2.318 0.202 -0.510
C -2.648 1.662 -1.569
N -3.559 1.508 -2.502
C -3.803 2.571 -3.305
C -4.794 2.463 -4.310
C -5.035 3.533 -5.118
C -4.306 4.745 -4.972
C -3.338 4.874 -4.021
C -3.070 3.780 -3.163
N -2.101 3.899 -2.223
C -1.921 2.867 -1.428
P -0.599 3.062 -0.188
C 0.671 4.058 -1.004
C -1.175 4.059 1.256
C -2.072 3.215 2.152
C 0.068 4.511 2.031
C -1.967 5.271 0.742
C -3.857 -0.274 0.420
C -4.811 -0.961 -0.570
C -4.537 0.947 1.034
C -3.436 -1.258 1.513
H -2.772 -1.086 -2.495
H -2.077 -2.102 -1.207
H -1.032 -1.030 -2.144
H -5.342 1.538 -4.405
H -5.794 3.467 -5.885
H -4.530 5.574 -5.630
H -2.777 5.788 -3.893
H 0.318 5.086 -1.073
H 0.834 3.693 -2.015
H 1.601 4.030 -0.441
H -1.531 2.377 2.597
H -2.932 2.827 1.601
H -2.456 3.838 2.958
H 0.698 3.665 2.321
H -0.256 5.005 2.947
H 0.673 5.224 1.476
H -2.903 4.971 0.275
H -1.410 5.877 0.031
H -2.209 5.908 1.593
H -5.065 -0.323 -1.416
H -5.728 -1.179 -0.022
H -4.424 -1.908 -0.936
H -4.692 1.753 0.316
H -3.996 1.325 1.900
H -5.522 0.639 1.386
H -2.944 -2.144 1.110
H -4.325 -1.597 2.046
H -2.776 -0.786 2.242
*
```

Values from the calculation:
- expectation value of S² = 6.05
- HOMO-LUMO gap (spin up / spin down) (hartree) = 0.23904 / 0.13512
- HOMO level (spin up / spin down) (eV) = -15.639 / -15.982

Results of the Löwdin charge analysis, in e, for atoms 1 through 4:
1 Pt 0.842
2 C -0.040
3 C -0.170
4 C -0.056

Computed DFT total energy, in the same sequence as the records: -3904.7447 -2304.5076 a.u..